(1)
# C2H42O21

20 unconnected molecules or ions with the total composition C2H42O21 at a distorted geometry (the ωB97M-V functional and the def2-TZVPD basis, OMol25).

Charge: -2
ΔE to the lowest compared entry with this formula, charge and spin: 22.9 kcal/mol
Frontier orbital gap: 0.273 Eh

Cartesian coordinates (Å):
O 0.718 0.942 1.098
C 0.027 -0.190 0.794
C -0.251 -0.186 -0.704
O -1.288 -1.081 -0.955
H -0.852 -0.111 1.443
H 0.652 -1.010 0.907
H 0.638 -0.594 -1.208
H -0.536 0.787 -1.032
O 3.014 -0.361 0.338
H 2.224 0.072 0.765
H 2.795 -0.216 -0.572
O 2.589 2.485 2.225
H 3.335 1.927 2.419
H 1.934 1.897 1.814
O 0.448 1.384 -3.359
H 0.679 1.771 -2.496
H -0.041 0.618 -3.087
O -1.048 -1.018 -3.479
H -1.109 -0.982 -2.513
H -1.924 -0.971 -3.798
O 1.027 2.711 -0.891
H 0.853 2.022 -0.267
H 1.943 2.690 -1.129
O -2.637 -3.207 -2.062
H -2.102 -2.446 -1.794
H -3.060 -3.557 -1.277
O -0.852 -2.870 0.890
H -0.960 -2.179 0.210
H -0.660 -2.447 1.681
O 2.623 -1.620 -4.303
H 1.915 -2.200 -4.507
H 2.487 -1.199 -3.412
O -3.253 -0.873 1.050
H -2.491 -0.978 0.509
H -3.037 -0.216 1.673
O -3.259 0.509 -1.851
H -2.534 0.048 -1.427
H -3.503 1.169 -1.199
O 2.212 -2.760 1.053
H 2.706 -2.014 0.767
H 1.403 -2.430 1.410
O 0.725 -3.161 -1.597
H 0.136 -2.515 -1.839
H 1.064 -2.941 -0.736
O -1.826 2.074 1.519
H -2.235 2.267 0.696
H -1.089 1.521 1.259
O -2.631 0.345 3.726
H -1.880 0.879 3.476
H -3.281 0.928 4.124
O 3.202 0.050 -2.333
H 4.051 -0.144 -2.825
H 2.961 0.948 -2.578
O 0.298 4.344 1.487
H -0.560 4.193 1.875
H 0.452 3.436 1.249
O 0.334 -2.314 3.212
H 0.623 -3.094 3.685
H 0.693 -1.649 3.743
O 1.058 0.235 3.880
H 0.729 0.278 2.974
H 0.387 0.767 4.357
O -1.597 3.188 -1.209
H -0.659 3.029 -1.024
H -1.812 4.031 -0.828

=====

(2)
# C5H11N3O

A single C5H11N3O molecule at a distorted geometry (the ωB97M-V functional and the def2-TZVPD basis, OMol25).

ΔE to the lowest compared entry with this formula, charge and spin: 32.4 kcal/mol
Structure (SMILES): [H]/N=C(CC)/C(N)=C(\N)O
Frontier orbital gap: 0.297 Eh

Cartesian coordinates (Å):
H -2.368 -1.652 0.764
N -1.816 -0.918 1.217
C -0.754 -0.634 0.534
C -0.654 -1.043 -1.032
C -1.237 0.056 -1.900
C 0.286 0.270 1.054
N -0.061 1.004 2.209
C 1.377 0.615 0.300
N 2.198 -0.167 -0.454
O 1.964 1.836 0.537
H 0.321 -1.367 -1.393
H -1.272 -1.944 -1.118
H -0.610 0.954 -1.881
H -2.237 0.333 -1.554
H -1.318 -0.279 -2.939
H -0.984 0.662 2.505
H 0.600 0.792 2.954
H 3.073 0.303 -0.670
H 2.175 -1.149 -0.208
H 1.317 2.329 1.077

=====

(3)
# C4H4AgO

A molecular structure, C4H4AgO at a distorted geometry (the ωB97M-V functional and the def2-TZVPD basis, OMol25).

Charge: -1
ΔE to the lowest compared entry with this formula, charge and spin: 16.3 kcal/mol
Frontier orbital gap (alpha / beta): 0.173 / 0.173 Eh

Cartesian coordinates (Å):
O -1.676 0.216 1.040
C -0.515 -0.003 0.522
C 0.717 0.534 0.848
C 1.172 1.753 0.216
C 2.210 2.386 -0.130
H -0.604 -0.102 -0.589
H 1.081 0.351 1.867
H 2.913 2.427 -0.958
Ag -3.198 1.481 -0.001
H -0.769 2.495 -0.159

=====

(4)
# BrH14O7

8 unconnected molecules or ions with the total composition BrH14O7 at a distorted geometry (the ωB97M-V functional and the def2-TZVPD basis, OMol25).

Charge: -1
ΔE to the lowest compared entry with this formula, charge and spin: 49.8 kcal/mol
Frontier orbital gap: 0.354 Eh

Cartesian coordinates (Å):
Br 0.084 -0.169 0.026
O -2.964 -1.452 0.419
H -2.232 -0.934 0.241
H -3.870 -1.185 0.031
O 2.267 -1.056 -2.258
H 2.174 -0.864 -1.256
H 1.382 -0.804 -2.446
O 1.675 -2.934 -0.149
H 1.179 -3.616 -0.549
H 1.113 -2.064 -0.277
O -1.131 1.624 -2.481
H -1.104 0.987 -1.745
H -1.542 1.201 -3.233
O 1.996 2.816 -0.159
H 2.821 2.762 -0.821
H 1.614 1.940 -0.093
O -1.459 2.057 2.226
H -1.318 1.484 1.530
H -1.253 2.873 1.950
O 0.495 -1.167 3.165
H -0.204 -0.830 3.630
H 0.274 -0.670 2.248

=====

> ΔE to the lowest compared entry with this formula, charge and spin of number 2 (C5H11N3O)?

32.4 kcal/mol

=====

What did the first record say?
# C2H42O21

20 unconnected molecules or ions with the total composition C2H42O21 at a distorted geometry (the ωB97M-V functional and the def2-TZVPD basis, OMol25).

Charge: -2
ΔE to the lowest compared entry with this formula, charge and spin: 22.9 kcal/mol
Frontier orbital gap: 0.273 Eh

Cartesian coordinates (Å):
O 0.718 0.942 1.098
C 0.027 -0.190 0.794
C -0.251 -0.186 -0.704
O -1.288 -1.081 -0.955
H -0.852 -0.111 1.443
H 0.652 -1.010 0.907
H 0.638 -0.594 -1.208
H -0.536 0.787 -1.032
O 3.014 -0.361 0.338
H 2.224 0.072 0.765
H 2.795 -0.216 -0.572
O 2.589 2.485 2.225
H 3.335 1.927 2.419
H 1.934 1.897 1.814
O 0.448 1.384 -3.359
H 0.679 1.771 -2.496
H -0.041 0.618 -3.087
O -1.048 -1.018 -3.479
H -1.109 -0.982 -2.513
H -1.924 -0.971 -3.798
O 1.027 2.711 -0.891
H 0.853 2.022 -0.267
H 1.943 2.690 -1.129
O -2.637 -3.207 -2.062
H -2.102 -2.446 -1.794
H -3.060 -3.557 -1.277
O -0.852 -2.870 0.890
H -0.960 -2.179 0.210
H -0.660 -2.447 1.681
O 2.623 -1.620 -4.303
H 1.915 -2.200 -4.507
H 2.487 -1.199 -3.412
O -3.253 -0.873 1.050
H -2.491 -0.978 0.509
H -3.037 -0.216 1.673
O -3.259 0.509 -1.851
H -2.534 0.048 -1.427
H -3.503 1.169 -1.199
O 2.212 -2.760 1.053
H 2.706 -2.014 0.767
H 1.403 -2.430 1.410
O 0.725 -3.161 -1.597
H 0.136 -2.515 -1.839
H 1.064 -2.941 -0.736
O -1.826 2.074 1.519
H -2.235 2.267 0.696
H -1.089 1.521 1.259
O -2.631 0.345 3.726
H -1.880 0.879 3.476
H -3.281 0.928 4.124
O 3.202 0.050 -2.333
H 4.051 -0.144 -2.825
H 2.961 0.948 -2.578
O 0.298 4.344 1.487
H -0.560 4.193 1.875
H 0.452 3.436 1.249
O 0.334 -2.314 3.212
H 0.623 -3.094 3.685
H 0.693 -1.649 3.743
O 1.058 0.235 3.880
H 0.729 0.278 2.974
H 0.387 0.767 4.357
O -1.597 3.188 -1.209
H -0.659 3.029 -1.024
H -1.812 4.031 -0.828

=====

> What is the ΔE to the lowest compared entry with this formula, charge and spin in the second record?

32.4 kcal/mol